Record 1
The molecule C20H21N3O3, computed with wB97M-V/def2-TZVPD.

Positions of all 47 atoms, in Å:
C (3.749, 2.294, -0.131)
C (2.424, 1.601, -0.021)
C (1.823, 1.015, -1.201)
C (2.368, 1.043, -2.430)
C (1.816, 0.471, -3.640)
C (0.597, -0.209, -3.681)
C (0.085, -0.750, -4.852)
C (0.829, -0.594, -5.997)
C (2.052, 0.083, -5.978)
C (2.562, 0.618, -4.827)
O (2.580, 0.094, -7.241)
C (1.656, -0.594, -8.055)
O (0.565, -1.021, -7.267)
N (1.932, 1.593, 1.163)
N (0.754, 1.030, 1.478)
C (0.297, 1.038, 2.765)
O (0.881, 1.527, 3.698)
C (-1.055, 0.336, 2.905)
N (-1.526, 0.504, 4.249)
C (-2.391, -0.378, 4.855)
C (-2.487, -0.407, 6.249)
C (-3.387, -1.239, 6.877)
C (-4.223, -2.079, 6.147)
C (-5.194, -2.981, 6.849)
C (-4.129, -2.048, 4.765)
C (-3.234, -1.214, 4.121)
H (3.684, 3.134, -0.819)
H (4.511, 1.606, -0.492)
H (4.033, 2.658, 0.851)
H (0.869, 0.520, -1.069)
H (3.320, 1.536, -2.565)
H (0.020, -0.327, -2.778)
H (-0.857, -1.273, -4.869)
H (3.506, 1.137, -4.831)
H (1.294, 0.076, -8.852)
H (2.144, -1.469, -8.512)
H (0.177, 0.580, 0.766)
H (-1.765, 0.772, 2.188)
H (-0.918, -0.728, 2.649)
H (-0.831, 0.933, 4.850)
H (-1.842, 0.236, 6.831)
H (-3.442, -1.245, 7.957)
H (-5.914, -2.395, 7.421)
H (-4.673, -3.637, 7.546)
H (-5.739, -3.595, 6.136)
H (-4.769, -2.687, 4.172)
H (-3.200, -1.208, 3.042)

Output
SMILES: CC(/C=C/c1ccc2c(c1)OCO2)=N/NC(=O)CNc1ccc(C)cc1
DFT total energy: -31692.156 eV
Charge: 0
Molar mass: 351.4 g/mol

Record 2
The molecule C20H21N3O4, computed with wB97M-V/def2-TZVPD.

Positions of all 48 atoms, in Å:
C (0.385, 2.310, -0.706)
C (0.763, 1.404, -1.871)
O (-0.165, 1.466, -2.936)
C (-1.351, 0.779, -2.845)
C (-1.744, -0.047, -1.815)
C (-2.970, -0.725, -1.878)
C (-3.353, -1.609, -0.802)
N (-2.640, -1.692, 0.249)
N (-2.962, -2.536, 1.238)
C (-2.172, -2.667, 2.349)
O (-2.371, -3.546, 3.159)
C (-1.093, -1.645, 2.441)
C (0.226, -2.040, 2.626)
C (1.239, -1.101, 2.673)
C (0.940, 0.254, 2.553)
N (1.936, 1.235, 2.581)
C (3.169, 1.257, 1.985)
O (3.932, 2.173, 2.215)
C (3.468, 0.163, 1.023)
C (4.769, -0.585, 1.191)
C (4.617, 0.385, 0.074)
C (-0.391, 0.652, 2.440)
C (-1.397, -0.289, 2.368)
C (-3.795, -0.551, -2.985)
C (-3.412, 0.288, -4.015)
C (-2.198, 0.954, -3.960)
O (-1.823, 1.764, -4.977)
H (0.248, 3.329, -1.060)
H (1.181, 2.299, 0.033)
H (-0.539, 1.976, -0.241)
H (0.888, 0.368, -1.536)
H (1.704, 1.742, -2.314)
H (-1.134, -0.210, -0.942)
H (-4.264, -2.204, -0.937)
H (-3.748, -3.184, 1.135)
H (0.454, -3.090, 2.727)
H (2.261, -1.413, 2.823)
H (1.706, 2.091, 3.072)
H (2.609, -0.388, 0.663)
H (4.771, -1.643, 0.974)
H (5.393, -0.300, 2.024)
H (5.131, 1.330, 0.159)
H (4.515, 0.014, -0.934)
H (-0.628, 1.705, 2.397)
H (-2.422, 0.028, 2.261)
H (-4.740, -1.069, -3.040)
H (-4.040, 0.438, -4.878)
H (-0.953, 2.130, -4.760)

Output
SMILES: CCOc1cc(/C=N/NC(=O)c2ccc(NC(=O)C3CC3)cc2)ccc1O
DFT total energy: -33740.393 eV
Charge: 0
Molar mass: 367.4 g/mol

Record 3
The molecule C20H21N3O6S3, computed with wB97M-V/def2-TZVPD.

Positions of all 53 atoms, in Å:
C (-0.261, -5.193, 1.168)
C (-0.303, -3.674, 1.144)
O (0.348, -3.198, -0.039)
C (-0.274, -2.301, -0.798)
O (-1.359, -1.838, -0.564)
C (0.590, -1.932, -1.991)
C (1.704, -1.055, -1.510)
C (2.847, -1.477, -0.903)
S (3.829, -0.141, -0.448)
C (2.585, 0.911, -1.095)
N (2.710, 2.277, -1.163)
C (3.236, 3.190, -0.286)
O (3.320, 4.352, -0.605)
C (3.694, 2.711, 1.088)
O (3.036, 1.586, 1.611)
C (1.661, 1.562, 1.608)
C (0.842, 2.655, 1.360)
C (-0.531, 2.500, 1.323)
C (-1.126, 1.255, 1.522)
N (-2.515, 1.119, 1.442)
C (-3.108, -0.164, 1.750)
S (-3.337, 1.981, 0.246)
O (-4.690, 1.517, 0.241)
O (-3.115, 3.383, 0.418)
C (-2.563, 1.461, -1.257)
C (-2.990, 0.466, -2.081)
C (-2.128, 0.282, -3.181)
C (-1.068, 1.135, -3.157)
S (-1.098, 2.179, -1.793)
C (-0.296, 0.173, 1.820)
C (1.074, 0.326, 1.861)
N (1.584, 0.292, -1.620)
H (0.768, -5.540, 1.125)
H (-0.803, -5.599, 0.318)
H (-0.719, -5.554, 2.084)
H (0.237, -3.258, 2.001)
H (-1.334, -3.308, 1.151)
H (-0.017, -1.382, -2.707)
H (0.993, -2.844, -2.430)
H (3.155, -2.481, -0.693)
H (2.218, 2.700, -1.944)
H (4.749, 2.423, 1.026)
H (3.616, 3.574, 1.764)
H (1.255, 3.637, 1.191)
H (-1.152, 3.358, 1.131)
H (-2.865, -0.439, 2.777)
H (-2.773, -0.941, 1.058)
H (-4.184, -0.042, 1.656)
H (-3.888, -0.091, -1.897)
H (-2.297, -0.447, -3.953)
H (-0.261, 1.207, -3.859)
H (-0.712, -0.800, 2.012)
H (1.716, -0.514, 2.078)

Output
SMILES: CCOC(=O)Cc1csc(NC(=O)COc2ccc(N(C)S(=O)(=O)c3cccs3)cc2)n1
DFT total energy: -70341.365 eV
Charge: 0
Molar mass: 495.6 g/mol

Record 4
C20H21N3ORuS2SbSe4 as an isolated structure, computed with wB97M-V/def2-TZVPD.

Positions of all 53 atoms, in Å:
Ru (0.551, -0.088, 0.366)
C (-2.192, 2.339, 0.345)
C (-2.778, 0.965, 0.286)
C (-4.127, 0.765, 0.571)
C (-4.646, -0.510, 0.577)
C (-3.807, -1.566, 0.248)
C (-2.479, -1.298, -0.047)
N (-1.968, -0.058, -0.005)
Sb (-1.325, -2.959, -0.756)
C (0.124, -3.122, 0.813)
C (0.305, -4.413, 1.280)
C (1.233, -4.648, 2.286)
C (1.953, -3.582, 2.771)
C (1.747, -2.299, 2.265)
C (2.571, -1.155, 2.760)
N (0.822, -2.083, 1.315)
C (-0.322, -1.830, -2.278)
C (0.022, -2.517, -3.429)
C (0.558, -1.801, -4.494)
C (0.651, -0.431, -4.386)
C (0.250, 0.198, -3.206)
C (0.266, 1.693, -3.092)
N (-0.177, -0.504, -2.157)
H (-2.968, 3.092, 0.219)
H (-1.713, 2.486, 1.316)
H (-1.422, 2.473, -0.412)
H (-4.747, 1.620, 0.803)
H (-5.687, -0.683, 0.817)
H (-4.181, -2.581, 0.208)
H (-0.274, -5.224, 0.859)
H (1.394, -5.645, 2.672)
H (2.696, -3.719, 3.543)
H (3.244, -1.497, 3.544)
H (3.159, -0.733, 1.943)
H (1.937, -0.357, 3.152)
H (-0.114, -3.589, -3.494)
H (0.867, -2.304, -5.401)
H (1.016, 0.170, -5.208)
H (0.007, 2.141, -4.052)
H (-0.441, 2.022, -2.335)
H (1.255, 2.043, -2.801)
Se (-0.651, 0.154, 2.724)
Se (-0.245, 2.040, 4.039)
Se (1.899, 2.624, 4.026)
Se (1.421, 2.033, 0.351)
C (5.331, -0.446, -3.232)
O (4.317, -0.968, -2.369)
C (3.546, -0.112, -1.691)
S (3.707, 1.520, -1.823)
S (2.494, -1.076, -0.682)
H (5.799, -1.324, -3.669)
H (6.053, 0.137, -2.662)
H (4.889, 0.187, -3.999)

Output
DFT total energy: -319772.518 eV
Charge: 0
2S+1: 6
Molar mass: 922.2 g/mol